{"formula": "C18H17ClF3N7O4", "method": "ωB97M-V with the def2-TZVPD basis set", "de_lowest_kj_mol": 0.0, "homo_lumo_gap_ev": 8.8, "species": ["O", "O", "F", "F", "F", "Cl", "N", "N", "N", "O", "O", "C", "C", "C", "C", "C", "C", "C", "C", "C", "C", "C", "N", "N", "N", "N", "C", "C", "C", "C", "C", "C", "C", "H", "H", "H", "H", "H", "H", "H", "H", "H", "H", "H", "H", "H", "H", "H", "H", "H"], "xyz": [[-6.25435, -4.79273, 1.51339], [-2.50258, -4.03381, -0.52101], [4.84091, 2.53743, 2.26785], [4.35927, 0.89135, 0.80615], [5.83793, 2.37734, 0.25416], [5.52695, 5.18958, 0.25206], [-2.02538, 3.01547, -0.63734], [-0.96715, 3.73870, -0.72601], [-1.66987, 1.70127, -0.59786], [-0.31458, -3.55822, -2.12035], [-2.29029, -1.60200, -1.73265], [-5.43733, -3.97395, 1.15095], [-3.44713, -3.50395, 0.01586], [-0.37387, 1.62293, -0.67707], [-4.69928, -1.62807, 0.84178], [-5.68201, -2.51332, 1.28744], [2.98816, 5.21019, -0.66495], [1.73719, 4.66211, -0.93524], [2.33825, 2.62318, 0.15587], [3.94857, 4.44134, 0.01352], [1.36143, 3.38687, -0.49047], [3.65231, 3.09726, 0.36361], [-4.31203, -4.40097, 0.51770], [0.10734, 2.91245, -0.73044], [0.33362, 0.44013, -0.80141], [-3.56558, -2.11343, 0.20975], [-7.01333, -2.05242, 1.90981], [4.69650, 2.20988, 0.97332], [-0.35683, -2.38319, -2.94967], [-1.22341, -1.23945, 0.30947], [-0.95942, -1.23473, -2.13754], [-0.21934, -0.95995, -0.78948], [-2.56217, -1.20453, -0.37583], [-1.16841, -3.81279, -1.68549], [-4.81910, -0.53597, 0.95287], [3.16442, 6.25577, -0.91946], [1.04707, 5.34897, -1.36457], [2.10223, 1.62300, 0.51342], [-4.18586, -5.37388, 0.24053], [1.24135, 0.52148, -1.22947], [-7.86430, -2.48323, 1.34796], [-7.10689, -0.92116, 1.83548], [-7.06134, -2.36386, 2.96351], [0.66043, -2.13607, -3.33589], [-0.94916, -2.54684, -3.86124], [-1.00333, -2.23068, 0.70258], [-1.10812, -0.54076, 1.14276], [-1.01275, -0.34693, -2.78801], [0.61333, -1.66168, -0.61464], [-2.92959, -0.17821, -0.39903]]}